The following is a quantum chemistry calculation of a molecular structure, C18H23CoN12PS5 in a non-equilibrium geometry, from the Open Molecules 2025 dataset.

```
! wB97M-V def2-TZVPD RIJCOSX def2/J DEFGRID3
* xyz 0 4
H 1.978 0.159 -1.889
S 2.314 6.172 0.608
C -1.260 -3.239 1.403
P -0.101 -0.991 -1.273
N 1.879 -0.719 0.991
N 1.650 2.361 4.630
C -0.047 -2.347 3.275
C -1.656 -0.647 -2.289
N 2.834 1.895 4.167
C -0.944 -1.274 3.356
H -1.390 -4.012 0.655
H 1.353 -1.000 -5.238
S -2.273 3.659 3.148
H -0.978 -1.779 -5.380
H -2.985 -2.123 0.778
N 3.313 -1.674 -0.299
H -2.395 -1.424 -2.074
C -0.935 3.851 2.022
H -0.320 -3.281 -2.126
C -2.152 -2.182 1.466
H -3.765 4.176 1.316
C 0.372 -2.460 -2.320
N 0.363 -2.190 -3.797
H -1.701 -2.633 -3.985
N -1.464 -0.585 -3.754
N 0.671 1.875 3.958
N 4.032 -0.974 0.591
H -0.903 -0.594 4.198
N 1.177 1.055 2.998
S -1.195 1.508 0.522
C 1.128 5.104 0.983
C -0.205 -3.321 2.304
H -2.080 0.301 -1.955
S 0.823 3.651 0.099
N 3.422 0.396 2.434
H 0.486 -4.152 2.260
Co 0.091 -0.024 1.706
C -0.539 3.062 1.019
C -0.525 0.477 -4.112
C 0.931 0.275 -2.165
H -3.549 2.418 1.506
H -0.502 0.581 -5.199
H 0.681 -3.023 -4.293
H 2.281 -1.274 -3.728
C 1.307 -1.025 -4.148
H -0.866 1.411 -3.671
N 0.821 0.196 -3.630
S 0.018 5.295 2.290
C -1.040 -1.823 -4.291
H -4.537 3.335 2.679
H 1.378 -2.771 -2.037
H -2.747 -0.421 2.555
H 0.748 -2.429 4.005
C -1.997 -1.191 2.437
N 2.056 -1.536 -0.071
H 4.393 0.584 2.619
C 2.494 1.100 3.180
H 0.601 1.261 -1.837
C -3.661 3.363 2.033
C 3.119 -0.402 1.369
*
```

## Properties
ΔE to the lowest compared entry with this formula, charge and spin = 0.00 kcal per mole
LUMO (alpha / beta) = -0.8 / -0.8 eV
HOMO level (alpha / beta) = -7.15 / -7.21 eV
orbital gap (alpha / beta) = 6.34 / 6.40 eV

Atomic partial charges in e from the Löwdin method, atoms 1 to 5:
1 H 0.0864
2 S 0.5278
3 C -0.0995
4 P 0.9775
5 N -0.0410